C30H36BNO4 | ωB97M-V with the def2-TZVPD basis set

The calculation puts the energy above the lowest of the compared OMol25 structures with the same formula, charge and spin at 72.0 kJ/mol. The HOMO-LUMO gap comes out at 4.601 eV. Its lowest unoccupied orbital energy is -0.0492 hartree.

The geometry in ORCA input format:
```
! RIJCOSX wB97M-V def2-TZVPD def2/J DEFGRID3
* xyz 0 1
C -5.72984 -2.70839 5.32803
C -4.38577 -3.11802 4.97575
C -3.55366 -4.16671 5.32328
C -2.33529 -3.98260 4.60483
C -2.48313 -2.80503 3.87675
B -1.63331 -1.80319 2.89769
O -1.73106 -0.47218 3.48506
C -1.13333 0.32279 2.49436
C -0.75391 -0.63251 1.28841
C -0.16846 0.20896 0.20588
C -2.01971 -1.39586 0.73003
O -2.57515 -2.08061 1.79467
C 0.29782 -1.67535 1.76218
O -0.30175 -2.39818 2.81306
O -3.72762 -2.31748 4.08150
H -6.13326 -3.36925 6.11139
H -5.74125 -1.67378 5.71265
H -6.40516 -2.77503 4.45604
H -3.76982 -4.96089 6.01387
H -1.44008 -4.58583 4.61771
H -1.84210 1.12471 2.19831
H -0.23001 0.81932 2.91132
H -0.66870 -0.49059 -0.53262
H -0.81792 1.05969 0.03114
H 0.56459 0.62818 0.92933
H -2.76942 -0.70798 0.28858
H -1.73668 -2.11753 -0.06610
H 0.55792 -2.36897 0.93461
H 1.22938 -1.18773 2.11769
C 2.41325 -1.16952 -3.80654
C 0.89429 -1.36585 -3.71685
C 0.29977 -1.63363 -5.10299
C 0.52429 -2.52916 -2.78975
C 0.35845 -0.04753 -3.18117
N -0.39732 0.79466 -3.95082
C -0.66473 1.97211 -3.26865
C -0.08357 1.84573 -1.98744
C -0.25528 2.85810 -1.02772
C -0.74368 4.08429 -1.47479
C -1.09373 4.27143 -2.82406
C -1.15295 3.19430 -3.71791
C 0.56226 0.56717 -1.95037
C 1.08280 0.05415 -0.60293
C 2.30140 1.05984 -0.27390
C 2.72241 2.14961 -1.06984
C 3.48333 3.18143 -0.51337
C 4.03497 3.05859 0.75848
C 4.90055 4.16357 1.28613
C 3.77797 1.88506 1.47381
C 2.95280 0.88543 0.95126
H 2.84645 -0.97704 -2.80736
H 2.90068 -2.05168 -4.24860
H 2.62767 -0.29759 -4.44598
H -0.79374 -1.70054 -5.05348
H 0.59720 -0.86368 -5.82200
H 0.68114 -2.59400 -5.46869
H -0.55518 -2.50974 -2.56521
H 0.75240 -3.48350 -3.29368
H 1.08273 -2.50720 -1.84138
H -0.77871 0.59372 -4.89133
H -0.01573 2.71006 0.03190
H -0.81488 4.89950 -0.74913
H -1.34820 5.27190 -3.16084
H -1.49888 3.28516 -4.74946
H 1.43664 -0.97699 -0.66474
H 2.38139 2.27883 -2.09772
H 3.60784 4.10694 -1.07305
H 5.23394 3.94674 2.30123
H 5.79722 4.28863 0.66620
H 4.40340 5.14344 1.30745
H 4.19828 1.80163 2.47747
H 2.77776 -0.01435 1.55239
*
```